Computed, not measured: a cluster of 4 separate species, C5H19N2O3 in total, with the ωB97M-V functional and the def2-TZVPD basis.

Computed properties:
- spin multiplicity = 1
- charge = +1
- LUMO (eV) = -2.9
- highest occupied orbital energy (eV) = -11.240

CARTESIAN COORDINATES (ANGSTROEM)
C (2.229908, -0.259984, -2.421304)
C (0.695658, -0.570319, -2.503611)
C (-0.168064, 0.445920, -1.684104)
C (-0.849420, 0.053148, -0.425175)
C (-1.987690, -0.684131, -0.449195)
N (-2.290560, -1.505380, 0.593571)
N (-0.324362, 0.663532, 0.783624)
H (2.523219, 0.796332, -2.382965)
H (2.887883, -0.720980, -3.132901)
H (2.632613, -0.661066, -1.464693)
H (0.362408, -0.512576, -3.580475)
H (0.545914, -1.654731, -2.223139)
H (-0.994762, 0.759817, -2.461868)
H (0.485231, 1.401855, -1.602642)
H (-2.466391, -0.763559, -1.368338)
H (-3.314104, -1.936939, 0.536814)
H (-1.862802, -1.584239, 1.542006)
H (0.680539, 0.492534, 0.916527)
H (-0.151665, 1.652253, 0.796224)
H (-0.843856, 0.612613, 1.594289)
H (2.807838, -0.832249, 2.864375)
H (2.828761, -2.092418, 2.141972)
O (2.276543, -1.289225, 2.145343)
H (-0.977933, -0.304668, 4.340581)
H (-0.347287, -1.080903, 3.369493)
O (-0.998331, -0.382026, 3.279367)
H (-1.930267, 3.234723, 0.471475)
H (-0.484660, 3.762106, 0.190364)
O (-0.964369, 2.960574, 0.134399)

Cartesian forces, eV/Å:
-0.1 -0.3 1.7
0.8 -0.6 -0.8
-0.3 2.1 -2.7
-0.8 1.1 -1.2
3.5 0.2 2.9
-4.7 -2.0 0.6
3.5 -1.0 -1.2
-0.6 0.0 -0.3
-0.2 -0.4 -0.8
-0.4 0.2 -0.2
0.4 0.0 1.1
0.0 1.2 0.0
1.3 -0.4 1.6
-1.2 -1.4 0.2
-1.0 -0.7 -1.4
3.2 1.3 0.5
-0.4 0.6 -1.6
-0.2 -1.7 0.7
-1.3 1.6 -1.6
-1.3 -1.4 2.6
-1.2 -0.2 -1.2
-0.6 -0.1 -0.6
1.7 0.3 1.8
-1.0 0.7 -3.3
0.7 -0.7 -1.3
0.4 -0.1 4.7
3.2 -0.9 -1.2
0.8 1.6 -0.1
-4.2 0.7 1.0

---

Computed, not measured: a cluster of 4 separate species, C5H19N2O3S in total, with the ωB97M-V functional and the def2-TZVPD basis.

Computed properties:
- spin multiplicity = 1
- charge = -1
- LUMO (eV) = 2.8
- highest occupied orbital energy (eV) = -2.864

CARTESIAN COORDINATES (ANGSTROEM)
C (1.276446, 0.444385, 1.923240)
C (1.982434, -0.738780, 1.273084)
S (1.573114, -2.359609, 2.052397)
C (-0.100472, 0.913042, 1.392611)
N (-0.451025, 0.438005, 0.030457)
C (-1.081684, -0.890941, 0.052669)
C (-0.949703, -1.600130, -1.274489)
N (0.357025, -2.107009, -1.678829)
H (1.164807, 0.234205, 2.987842)
H (1.983504, 1.281125, 1.837922)
H (3.046324, -0.559773, 1.208127)
H (1.689363, -0.894352, 0.231937)
H (-0.966089, 0.597807, 1.979032)
H (-0.090645, 2.000778, 1.382361)
H (0.329606, 0.498961, -0.547192)
H (-0.689648, -1.509469, 0.866772)
H (-2.144601, -0.703052, 0.206613)
H (-1.275793, -0.925902, -2.095251)
H (-1.722142, -2.353428, -1.464411)
H (0.546365, -2.985061, -1.213074)
H (1.092755, -1.465351, -1.423801)
H (-2.007940, 1.935190, 0.701864)
H (-2.113658, 2.905264, -0.437112)
O (-2.249712, 2.848623, 0.517132)
H (1.605837, 1.914984, -2.176909)
H (0.985500, 0.917555, -3.031871)
O (0.919849, 1.854806, -2.798124)
H (-1.289061, 2.242998, -2.621135)
H (-2.114139, 1.332584, -1.726881)
O (-2.142363, 2.192465, -2.171013)

Cartesian forces, eV/Å:
0.3 0.3 0.2
-0.9 -1.2 -0.1
0.2 0.2 0.0
0.2 -0.5 -1.0
-1.6 0.3 1.5
0.1 0.0 -0.1
-0.5 0.5 -1.6
-0.3 -0.4 -0.2
0.2 0.0 0.0
-0.3 0.3 0.1
0.4 0.0 0.4
-0.1 0.5 -0.1
0.3 0.0 0.5
-0.1 0.1 0.0
1.5 -0.2 -1.1
0.0 -0.1 0.0
-0.3 -0.2 0.2
0.3 0.4 0.4
0.3 -0.5 0.8
0.2 0.1 0.3
0.1 -0.1 0.2
0.1 0.1 -0.1
-0.1 0.0 -0.2
-0.3 0.3 0.3
1.5 0.6 1.6
-0.3 0.1 -0.3
-1.2 -0.8 -1.4
0.1 0.0 0.2
0.2 0.1 0.1
-0.1 -0.1 -0.4

---

Computed, not measured: a structure of composition C5H19N2Pb, with the ωB97M-V functional and the def2-TZVPD basis.

Computed properties:
- spin multiplicity = 1
- charge = -1
- LUMO (spin up / spin down) (eV) = 3.4 / 3.4
- highest occupied orbital energy (spin up / spin down) (eV) = -0.072 / 0.342

CARTESIAN COORDINATES (ANGSTROEM)
C (-3.474872, -0.897036, 0.141037)
Pb (0.170418, 0.052637, -1.620625)
N (2.220507, 0.494444, -2.913235)
N (-0.491187, -2.337027, -2.659540)
H (2.973056, 0.131718, -2.325916)
H (-3.669749, 0.183570, -0.031400)
H (-3.648235, -1.025086, 1.187798)
H (-2.413972, -1.195518, -0.026589)
H (-4.032517, -1.515207, -0.553350)
H (0.388705, -2.852372, -2.573921)
H (-0.781730, -2.240930, -3.636794)
H (-1.239236, -2.790593, -2.108179)
H (2.154384, -0.079884, -3.761720)
H (2.416790, 1.462806, -3.172744)
C (1.202139, 0.556814, 2.984726)
C (0.351266, 0.795626, 1.745229)
C (0.205181, 2.300104, 1.489415)
C (0.892347, -0.024282, 0.541137)
H (2.228002, 0.861252, 2.804408)
H (1.231428, -0.494647, 3.246044)
H (0.839963, 1.110862, 3.845543)
H (-0.640585, 0.380231, 1.951019)
H (1.171570, 2.778650, 1.264436)
H (-0.498277, 2.533786, 0.677540)
H (-0.187498, 2.762799, 2.405432)
H (1.978106, 0.131164, 0.414867)
H (0.653995, -1.083880, 0.685381)

Cartesian forces, eV/Å:
1.2 0.8 -0.6
-0.9 0.5 -0.6
0.6 0.4 -0.2
-0.8 -0.7 0.3
0.0 -0.1 -0.3
0.5 -0.8 -0.3
-0.6 -0.7 0.6
-0.5 0.7 0.0
-0.5 -0.1 0.3
-0.3 0.2 -0.1
0.2 -0.2 0.1
0.4 -0.1 -0.4
0.0 0.1 0.5
0.2 0.1 -0.2
0.0 0.0 0.0
0.1 -0.3 -0.9
-0.2 0.0 0.2
0.2 0.3 0.8
0.3 0.1 -0.1
0.0 -0.3 0.0
-0.1 0.2 0.3
-0.2 0.2 0.0
-0.2 -0.2 0.0
0.3 -0.2 0.1
0.1 0.1 -0.1
-0.2 -0.4 0.3
0.6 0.0 0.4

---

Computed, not measured: a cluster of 5 separate species, C5H19NO4 in total, with the ωB97M-V functional and the def2-TZVPD basis.

Computed properties:
- spin multiplicity = 2
- charge = +1
- LUMO (spin up / spin down) (eV) = -3.6 / -9.3
- highest occupied orbital energy (spin up / spin down) (eV) = -13.208 / -13.078

CARTESIAN COORDINATES (ANGSTROEM)
C (0.079269, -1.543736, 0.095664)
C (0.986215, -0.340727, 0.150306)
C (0.695181, 0.660788, -1.026940)
C (1.122146, 3.150582, -1.387630)
C (0.638577, 2.119559, -0.734607)
N (0.328397, -2.808673, -0.582409)
H (-0.048612, -1.835863, 1.200240)
H (-0.915187, -1.291875, -0.352001)
H (2.025655, -0.591717, -0.014874)
H (0.711402, 0.327157, 1.009699)
H (1.159112, 0.229938, -1.934157)
H (-0.372882, 0.340674, -1.416212)
H (1.138770, 4.123345, -0.958964)
H (1.175153, 3.255704, -2.480973)
H (0.398141, 2.298444, 0.292362)
H (0.339169, -3.515726, 0.141728)
H (1.193618, -2.729325, -1.117078)
H (-3.767088, -1.468183, -0.064958)
H (-2.614689, -1.642516, 0.860944)
O (-3.307898, -2.136672, 0.427826)
H (-1.968133, -2.374925, -2.115878)
H (-0.831211, -2.920998, -3.101535)
O (-1.775642, -2.711522, -3.002138)
H (1.946550, 0.398231, 3.787792)
H (1.291509, 0.547462, 2.442984)
O (1.180716, 0.093657, 3.264424)
H (0.368198, 3.100215, 2.571972)
H (-0.653414, 4.010205, 1.760209)
O (-0.523019, 3.256504, 2.284197)

Cartesian forces, eV/Å:
-1.1 -1.0 2.1
-0.3 2.2 -2.3
-3.4 -2.4 -2.4
-1.0 0.9 -2.2
1.7 -1.1 1.0
2.5 2.6 1.8
-0.6 0.2 -1.4
-0.1 0.4 0.6
0.4 -0.1 1.1
0.4 -1.5 -0.5
0.8 1.1 0.2
1.1 0.8 0.9
-0.1 0.6 0.7
0.8 -0.8 0.4
-0.3 0.1 0.7
-0.6 -1.2 -0.6
-0.2 -0.8 -0.8
-0.7 0.5 -0.4
0.0 0.2 0.6
0.7 -0.5 -0.2
0.2 -0.3 -0.2
-0.6 0.2 0.2
0.3 0.0 0.0
-0.5 -0.3 -0.1
0.2 0.5 -0.4
0.5 -0.2 1.0
0.5 0.7 0.0
0.4 1.7 -0.9
-0.9 -2.4 1.0

---

Computed, not measured: a cluster of 5 separate species, C5H19NO5S in total, with the ωB97M-V functional and the def2-TZVPD basis.

Computed properties:
- spin multiplicity = 2
- charge = +1
- LUMO (spin up / spin down) (eV) = -3.9 / -8.8
- highest occupied orbital energy (spin up / spin down) (eV) = -12.522 / -12.479

CARTESIAN COORDINATES (ANGSTROEM)
C (0.671832, 2.877628, -0.409037)
N (1.394501, 1.556598, -0.407881)
C (1.027815, 0.749247, 0.748372)
C (1.641412, -0.643547, 0.513691)
C (0.919318, -1.761770, 1.242141)
S (0.766280, -3.271842, 0.229125)
C (1.572580, 1.357231, 2.040690)
O (2.491822, 2.118149, 2.054370)
H (0.137320, 2.887713, -1.359995)
H (-0.115843, 2.857347, 0.356937)
H (1.330150, 3.712149, -0.224088)
H (2.361029, 1.815515, -0.248698)
H (-0.063803, 0.761241, 0.784616)
H (2.709731, -0.556109, 0.667240)
H (1.656339, -0.765951, -0.549230)
H (-0.163317, -1.588499, 1.417108)
H (1.423639, -2.018427, 2.172552)
H (0.166189, -2.544695, -0.732798)
H (1.123910, 0.977285, 2.982999)
H (-2.470694, -2.299807, 1.582871)
H (-2.249557, -1.880145, 0.110565)
O (-2.137277, -1.574307, 1.032578)
H (-2.068425, 1.701273, -3.316489)
H (-0.655229, 1.323109, -2.893883)
O (-1.522988, 0.942703, -3.072608)
H (-2.651281, 1.829161, -1.229126)
H (-3.229260, 2.659534, -0.051053)
O (-2.831949, 2.722206, -0.923499)
H (-2.419793, -0.725505, -2.057024)
H (-1.344495, -1.639586, -2.399464)
O (-2.112522, -1.613848, -1.812402)

Cartesian forces, eV/Å:
-0.8 -1.6 -0.1
0.1 0.8 0.5
0.1 0.7 -0.7
-0.4 0.8 -0.2
0.5 -0.9 0.4
0.2 0.9 0.5
-0.2 -0.8 0.4
0.2 0.3 -0.1
0.2 0.8 0.1
0.2 0.2 -0.1
0.1 0.2 -0.2
0.3 -0.2 -0.2
-0.1 -0.5 0.2
0.3 -0.5 0.8
-0.6 -0.2 -0.9
0.2 0.4 0.0
-0.2 -0.3 0.0
-0.1 -0.2 -0.3
0.0 0.2 0.0
-0.2 0.3 -0.1
-0.1 0.4 0.1
0.2 -0.7 -0.1
0.0 0.0 -0.2
0.1 0.0 0.0
-0.1 0.1 0.2
0.0 -0.1 0.2
-0.1 -0.1 0.0
0.2 0.2 -0.2
-0.2 0.0 0.2
-0.1 -0.3 -0.1
0.5 0.3 -0.2

---

Computed, not measured: a cluster of 5 separate species, C5H19NO6 in total, with the ωB97M-V functional and the def2-TZVPD basis.

Computed properties:
- spin multiplicity = 1
- charge = 0
- LUMO (eV) = 0.5
- highest occupied orbital energy (eV) = -9.657
- SMILES = CC(=O)N(C)CCO.O.O.O.O

CARTESIAN COORDINATES (ANGSTROEM)
C (3.627395, 0.361803, 0.492286)
C (2.228322, -0.011050, 0.064942)
N (1.697491, -1.172719, 0.616437)
C (1.656223, -1.268519, 2.068733)
C (0.551092, -1.702945, -0.100465)
C (-0.790294, -0.988163, 0.194455)
O (-1.849661, -1.567999, -0.589988)
O (1.618131, 0.579534, -0.806849)
H (4.249872, -0.519326, 0.637743)
H (3.617123, 1.008415, 1.369139)
H (4.115067, 0.905335, -0.314098)
H (2.566914, -0.896362, 2.497192)
H (0.762246, -0.783763, 2.449695)
H (1.739163, -2.299295, 2.431392)
H (0.742923, -1.607949, -1.154644)
H (0.373721, -2.705735, 0.288297)
H (-1.059308, -1.050783, 1.240018)
H (-0.702660, 0.021526, -0.174082)
H (-1.632676, -2.491410, -0.762306)
H (-1.155111, 1.365546, -2.025269)
H (-0.044005, 1.471848, -0.962706)
O (-0.777039, 1.968396, -1.351578)
H (-2.335744, 2.262778, -0.466258)
H (-3.029023, 1.137751, 0.249236)
O (-3.172640, 2.061170, 0.006708)
H (-1.505903, 1.944726, 1.416314)
H (-1.301432, 1.782685, 2.930162)
O (-1.220550, 1.313275, 2.091461)
H (-2.378385, -0.103512, -3.068700)
H (-1.749736, -0.862454, -1.910282)
O (-1.517563, -0.340309, -2.701080)

Cartesian forces, eV/Å:
0.2 0.2 -0.3
-0.1 -0.5 -0.1
0.0 0.4 -0.1
0.4 -1.0 0.0
-1.1 0.4 1.3
0.6 -0.2 -0.6
0.1 -0.8 0.8
0.5 0.2 -0.1
-0.2 -0.1 0.4
0.1 -0.1 0.1
-0.3 0.2 -0.1
0.3 1.0 0.1
0.1 0.1 0.4
-0.7 -0.2 -0.4
0.1 -0.4 -0.4
0.5 -0.5 -0.5
0.0 0.2 0.2
-0.3 0.2 0.5
-0.2 -0.1 0.1
0.5 0.0 0.3
0.3 0.2 -0.4
-0.4 0.3 -0.1
-0.3 0.0 -0.1
-0.3 0.0 0.0
0.5 0.0 0.0
-0.2 0.0 0.1
0.0 0.0 -0.2
0.3 0.0 0.3
0.2 0.0 -0.2
0.0 -0.1 0.1
-0.3 0.7 -1.1

---

Computed, not measured: a cluster of 6 separate species, C5H19NO6 in total, with the ωB97M-V functional and the def2-TZVPD basis.

Computed properties:
- spin multiplicity = 2
- charge = +1
- LUMO (spin up / spin down) (eV) = -3.3 / -9.0
- highest occupied orbital energy (spin up / spin down) (eV) = -13.971 / -13.557

CARTESIAN COORDINATES (ANGSTROEM)
C (-1.541397, 0.205335, 0.566156)
C (-0.730511, 1.359006, -0.065271)
C (-1.414935, 2.296640, -0.890988)
C (-2.438909, 2.210837, -1.735955)
C (-1.270497, -0.940494, -0.431195)
N (-0.000813, -1.454588, -0.373033)
O (-1.936037, -1.242199, -1.381849)
H (-1.331092, -0.135907, 1.637605)
H (-2.653410, 0.433840, 0.687640)
H (0.097306, 0.840672, -0.592709)
H (-0.220007, 1.885533, 0.788151)
H (-0.890347, 3.272959, -0.785900)
H (-2.817385, 2.972035, -2.297032)
H (-3.021830, 1.351679, -1.999040)
H (0.601620, -1.512861, 0.494613)
H (0.265036, -2.131652, -1.120918)
H (1.564463, -1.673711, 2.710977)
H (0.356354, -0.811962, 2.486944)
O (0.605564, -1.597676, 2.924538)
H (1.880340, 2.328531, -0.905121)
H (1.984373, 3.807741, -1.097188)
O (2.384071, 3.127279, -0.543644)
H (3.225306, -0.803433, 0.205781)
H (3.761135, -2.077025, 0.799199)
O (2.902815, -1.534276, 0.770337)
H (1.377428, -0.180902, -1.272605)
H (2.725671, -0.279089, -1.818640)
O (2.128068, 0.378425, -1.567201)
H (-2.451851, -2.917753, 1.854564)
H (-1.433999, -4.017566, 1.675815)
O (-1.706542, -3.159423, 1.275970)

Cartesian forces, eV/Å:
-2.2 -0.2 0.9
0.8 -1.9 2.9
0.2 2.7 -1.0
0.2 -2.1 0.9
2.5 -0.3 1.6
0.9 -0.6 -0.1
-1.6 0.0 -0.8
0.5 0.3 -1.7
1.4 -0.3 -0.8
-0.1 0.9 0.1
-0.3 -0.4 -0.8
-0.6 -0.5 -0.5
-0.4 2.6 -1.2
0.1 -1.0 0.5
-1.3 -0.1 -0.9
-0.5 0.6 1.0
-0.8 0.0 0.4
-0.4 1.6 -0.4
1.4 -1.4 0.1
1.5 1.2 0.8
0.3 0.5 0.1
-1.7 -1.6 -0.9
-0.5 0.0 0.5
-2.0 0.7 0.3
2.3 -0.7 -0.7
0.5 0.6 -0.3
2.0 -1.3 -1.1
-2.3 0.6 1.1
0.3 0.0 -0.3
0.0 0.9 -0.5
-0.4 -0.7 0.9

---

Computed, not measured: a structure of composition C5H20ClCrN8O5, with the ωB97M-V functional and the def2-TZVPD basis.

Computed properties:
- spin multiplicity = 6
- charge = +2
- LUMO (spin up / spin down) (eV) = -8.4 / -11.3
- highest occupied orbital energy (spin up / spin down) (eV) = -14.017 / -14.017

CARTESIAN COORDINATES (ANGSTROEM)
Cr (-34.768868, 26.372771, -20.144931)
Cl (-34.793573, 23.895171, -19.671941)
C (-35.914723, 22.043544, -16.051013)
O (-34.656355, 21.777106, -16.700451)
H (-36.157530, 23.106110, -16.060338)
H (-36.691772, 21.405466, -16.471925)
H (-35.838051, 21.761490, -15.000932)
H (-34.871833, 22.024806, -17.602559)
C (-34.570557, 26.293763, -16.756141)
O (-34.530094, 26.450591, -17.974409)
N (-34.695134, 27.275420, -15.913741)
N (-34.379262, 25.163444, -16.210751)
H (-35.029713, 28.074500, -16.432991)
H (-34.954834, 26.983135, -14.982492)
H (-34.193767, 24.383491, -16.825054)
H (-34.541946, 24.964965, -15.233894)
C (-32.532796, 21.178213, -22.324069)
O (-32.058551, 20.360335, -23.118507)
N (-33.068713, 22.252438, -22.709783)
N (-32.484467, 21.282850, -21.043833)
H (-33.400639, 22.909603, -22.018358)
H (-33.281961, 22.353029, -23.691870)
H (-32.993861, 21.972913, -20.510518)
H (-32.158552, 20.434596, -20.602990)
C (-37.770757, 26.363684, -19.080012)
O (-36.912184, 26.672358, -19.810020)
N (-38.870889, 27.109975, -18.880129)
N (-37.728629, 25.348116, -18.245769)
H (-38.812516, 28.050518, -19.243544)
H (-39.712359, 26.701014, -18.499623)
H (-37.074780, 24.598714, -18.421736)
H (-38.293973, 25.443303, -17.414235)
C (-38.350087, 20.894953, -19.058121)
O (-38.771354, 21.391939, -17.944027)
N (-38.699356, 19.671298, -19.467964)
N (-37.259350, 21.219254, -19.659273)
H (-39.433635, 19.209637, -18.950463)
H (-38.112144, 19.237510, -20.165892)
H (-36.768376, 20.448739, -20.089806)
H (-36.739568, 21.988745, -19.262030)

Cartesian forces, eV/Å:
-1.7 -1.6 2.5
0.4 1.1 -1.0
0.2 -0.8 0.8
-0.5 0.6 0.0
-0.3 0.1 -0.3
-0.2 0.4 -0.1
0.3 0.0 0.0
0.5 -0.2 -0.3
0.6 0.7 -0.3
0.1 1.0 -3.3
-0.8 2.2 0.3
0.5 -5.1 0.9
-0.2 0.7 1.2
-0.1 1.1 0.1
0.0 -0.2 0.3
0.2 0.0 -0.2
-0.8 2.8 2.6
1.3 -2.8 -1.7
-2.5 3.6 -5.3
2.2 -4.6 3.9
-0.1 0.2 -0.5
-0.2 0.6 0.0
-0.1 -0.1 0.0
0.1 0.3 1.0
-5.0 -0.7 4.7
6.5 1.9 -5.6
0.0 1.0 -0.6
0.4 -1.7 0.8
-0.7 -0.2 0.0
0.1 0.4 -0.2
-0.2 0.0 0.5
0.2 -0.8 -0.2
-2.5 -1.6 6.7
0.6 -0.2 -3.9
-1.7 -0.8 -0.2
4.0 2.9 -2.1
0.2 -0.2 -0.4
-1.0 -0.5 0.2
0.3 0.7 0.0
0.1 -0.2 -0.3